No. 1
Formula: H3OPS2
Source: the Open Molecules 2025 dataset
Level of theory: ωB97M-V/def2-TZVPD

Atoms and positions in Å:
O 0.4530 -1.4898 0.0637
P 0.2222 1.4360 -0.6876
S -2.2573 -0.5769 0.6172
S -0.3247 -0.3812 0.4980
H -0.0723 0.3925 -2.0565
H 1.6139 0.8811 -0.2247
H 0.3652 -0.2617 1.7898

Forces on the atoms, in the same order (eV/Å):
1.02 -1.79 -1.50
1.09 -3.26 -0.86
1.08 0.38 0.08
-1.08 0.84 2.22
0.90 1.91 2.67
-1.61 0.98 -1.32
-1.40 0.95 -1.28

HOMO energy = -0.342 Ha
2S+1 = 1
Relative energy (zero: lowest compared OMol25 entry of this formula, charge and spin) = 480.90 kJ/mol
E_LUMO = -0.81 eV
Largest force on an atom = 0.0690 hartree/bohr

Results of the natural (NBO) charge analysis, in e, for atoms 1 through 4: O -0.96; P 0.13; S -0.42; S 1.11

=====

No. 2
Formula: C4H21N2O7
Source: the Open Molecules 2025 dataset
Level of theory: ωB97M-V/def2-TZVPD

Atoms and positions in Å:
C 0.8894 -0.2843 -0.9952
N 2.2354 0.2212 -0.7109
C 0.5497 -1.2526 0.2526
C 0.4595 -2.7425 -0.1461
O 1.7162 -3.2242 -0.6564
N -0.7101 -0.9675 0.9228
C -1.8644 -0.3523 0.3241
O -1.8661 0.9605 0.0250
H 0.8699 -0.8790 -1.9887
H 0.1609 0.5316 -0.9630
H 2.3090 0.7536 0.1635
H 2.7195 0.7876 -1.4869
H 1.2786 -0.9907 1.1093
H 0.2681 -3.4858 0.8131
H -0.2985 -3.0366 -0.9083
H 2.1884 -2.3720 -0.9667
H -0.4338 -0.5019 1.8068
H -2.0998 -0.8351 -0.6737
H -2.7857 -0.5061 0.9283
H 0.2798 2.1362 2.0513
H 1.4804 1.1329 1.3695
O 1.2270 1.4704 2.0417
H -1.5041 2.9509 2.2379
H -1.4551 1.7360 0.8187
O -0.9165 2.5508 1.6666
H -0.5831 1.0921 -3.6982
H 0.8615 1.3905 -3.2535
O 0.1816 1.6903 -3.8297
H -2.4729 0.0770 -2.9599
H -2.4381 1.2207 -1.8446
O -2.1996 1.0153 -2.8217
H 0.6723 0.2739 3.1452
H 1.1542 -0.7864 3.9158
O 0.4757 -0.4224 3.8606

Forces on the atoms, in the same order (eV/Å):
0.10 -1.03 0.74
2.03 0.81 -1.69
-1.03 0.51 -0.19
0.98 -2.42 2.01
1.22 2.42 -0.95
-0.05 0.88 1.63
-1.36 -1.25 -1.09
0.90 3.28 -0.09
0.06 1.08 1.49
-0.24 -0.37 -0.47
0.00 -0.35 -1.06
-1.37 -1.07 1.64
-0.39 -1.19 -1.77
0.14 2.26 -2.14
0.00 0.92 0.60
-0.77 -2.13 0.66
-1.07 -0.47 -0.77
0.45 -0.41 0.83
0.63 -0.74 0.34
0.42 -1.11 -1.22
4.19 -6.11 -13.28
-5.18 7.07 14.58
-1.84 1.20 1.85
-0.27 -0.88 -0.33
1.94 -1.08 -1.76
0.37 0.74 0.43
0.66 -0.43 0.79
-0.66 0.07 -1.22
0.15 1.14 0.39
1.02 -0.59 -1.42
-1.30 -0.96 1.26
-0.23 -0.29 1.00
17.20 -9.61 1.79
-16.72 10.12 -2.59

Total charge = -1
HOMO energy = -0.198 Ha
2S+1 = 1
Relative energy (zero: lowest compared OMol25 entry of this formula, charge and spin) = 357.64 kJ/mol
E_LUMO = 3.23 eV
Largest force on an atom = 0.3848 hartree/bohr

Results of the natural (NBO) charge analysis, in e, for atoms 1 through 4: C -0.28; N -0.88; C -0.08; C -0.06

=====

No. 3
Formula: C17H16Cl5IrN2O
Source: the Open Molecules 2025 dataset
Level of theory: ωB97M-V/def2-TZVPD

Atoms and positions in Å:
Ir -0.8141 0.5316 1.6811
Cl 0.5823 -0.5225 3.3368
C -0.3607 2.4181 1.6343
C -1.6036 2.2504 1.1227
C -2.4282 3.3249 0.8144
Cl -4.0104 3.0944 0.1709
C -1.8943 4.5828 1.0377
Cl -2.8287 5.9816 0.6777
C -0.5790 4.7501 1.5701
Cl 0.0206 6.3401 1.8347
C 0.2121 3.6578 1.8812
Cl 1.8012 3.8095 2.5188
N -0.9942 -2.6667 1.4375
C -2.0015 -2.2005 2.1997
N -2.6826 -3.0290 3.0059
O -2.3199 -0.9895 2.1334
H -0.5550 -3.5560 1.6043
H -0.4222 -1.9572 0.9749
H -2.4863 -4.0101 3.0609
H -3.4547 -2.6467 3.5210
C 1.5622 1.2500 -0.6870
C 1.1654 -0.2180 -0.4675
C 2.2199 -0.8656 0.4427
C -0.2299 -0.1992 0.1505
C 1.0659 -0.9946 -1.7849
C 0.8088 -2.3660 -1.7585
C 0.7316 -3.1095 -2.9239
C 0.9107 -2.4932 -4.1551
C 1.1506 -1.1308 -4.2002
C 1.2246 -0.3890 -3.0266
H 1.6979 1.7327 0.2798
H 0.8083 1.8103 -1.2439
H 2.5066 1.2880 -1.2331
H 2.3693 -0.2695 1.3414
H 3.1593 -0.9383 -0.1079
H 1.9382 -1.8698 0.7619
H -1.0164 -0.3285 -0.6062
H 0.6632 -2.8686 -0.8106
H 0.5353 -4.1731 -2.8715
H 0.8614 -3.0717 -5.0684
H 1.2832 -0.6339 -5.1529
H 1.4030 0.6752 -3.0961

Forces on the atoms, in the same order (eV/Å):
-0.08 -0.58 1.38
-0.30 0.02 -0.08
0.12 0.73 -0.19
-0.18 0.64 0.15
0.09 -0.37 -0.02
-0.03 0.03 -0.01
0.24 0.18 0.10
-0.01 0.00 -0.01
-0.27 0.09 -0.11
0.01 0.00 0.01
-0.02 -0.32 -0.06
0.05 0.03 0.00
0.08 -0.59 -0.17
0.45 0.50 -0.29
-0.03 -0.11 -0.09
-0.07 -0.16 0.01
-0.14 0.00 0.14
-0.36 -0.55 0.56
-0.02 -0.02 -0.02
0.04 0.02 0.03
0.08 0.01 -0.01
-0.08 -0.12 0.09
0.05 0.05 -0.02
0.40 1.13 -1.51
0.09 -0.01 0.02
-0.03 0.04 0.00
-0.01 -0.01 -0.01
0.00 -0.02 0.00
0.00 0.02 0.01
-0.04 0.02 -0.01
0.04 -0.03 -0.08
0.01 -0.01 0.00
-0.01 0.03 0.00
-0.02 -0.04 -0.04
0.01 0.01 0.02
0.01 0.01 -0.01
-0.12 -0.59 0.17
0.04 -0.03 0.02
0.00 0.01 0.00
-0.01 0.01 0.01
0.00 0.00 0.01
0.03 -0.02 0.00

HOMO energy = -0.318 Ha
2S+1 = 1
Relative energy (zero: lowest compared OMol25 entry of this formula, charge and spin) = 0.00 kJ/mol
E_LUMO = -0.94 eV
Largest force on an atom = 0.0374 hartree/bohr

Results of the natural (NBO) charge analysis, in e, for atoms 1 through 4: Ir 0.87; Cl -0.60; C -0.21; C -0.16

=====

No. 4
Formula: CHI2P
Source: the Open Molecules 2025 dataset
Level of theory: ωB97M-V/def2-TZVPD

Atoms and positions in Å:
C -0.3432 0.4572 0.0353
P 0.8110 -0.5964 -1.2605
I -1.9671 1.4791 -0.5318
I 0.1690 0.1433 2.0316
H 1.3303 -1.4832 -0.2746

Forces on the atoms, in the same order (eV/Å):
3.64 -3.44 -2.14
-2.78 2.27 2.35
-0.47 0.51 -0.18
-0.39 0.29 -0.11
0.01 0.37 0.08

HOMO energy (alpha / beta) = -0.302 / -0.318 Ha
2S+1 = 1
Relative energy (zero: lowest compared OMol25 entry of this formula, charge and spin) = 143.27 kJ/mol
E_LUMO (alpha / beta) = -1.26 / -0.97 eV
Largest force on an atom = 0.1059 hartree/bohr

Results of the natural (NBO) charge analysis, in e, for atoms 1 through 4: C -0.89; P 0.36; I 0.34; I 0.25

=====

No. 5
Formula: C4H4N2
Source: the Open Molecules 2025 dataset
Level of theory: ωB97M-V/def2-TZVPD

Atoms and positions in Å:
N 1.0881 -0.6482 0.7876
C -0.1706 -0.2624 0.3793
C -0.2762 1.0594 -0.2079
C -0.3731 2.1776 -0.6396
C -0.5141 -1.2534 -1.2747
N -1.2877 -1.6929 -0.4832
H 1.7976 -0.5798 0.0686
H 1.1076 -1.5460 1.2539
H -0.9162 -0.4207 1.1527
H -0.4554 3.1663 -1.0368

Forces on the atoms, in the same order (eV/Å):
-0.04 -0.16 -0.16
0.08 0.29 0.40
-0.08 0.47 -0.22
0.05 -0.49 0.18
-0.71 -0.50 0.49
0.67 0.39 -0.69
-0.07 0.02 0.11
0.01 0.13 -0.04
0.08 0.03 -0.15
0.01 -0.19 0.08

HOMO energy = -0.374 Ha
2S+1 = 1
Relative energy (zero: lowest compared OMol25 entry of this formula, charge and spin) = 425.10 kJ/mol
E_LUMO = 0.36 eV
Largest force on an atom = 0.0202 hartree/bohr

Results of the natural (NBO) charge analysis, in e, for atoms 1 through 4: N -0.76; C 0.07; C -0.06; C -0.16

=====

No. 6
Formula: C57H56CrN3O3
Source: the Open Molecules 2025 dataset
Level of theory: ωB97M-V/def2-TZVPD

Atoms and positions in Å:
C -1.7364 -0.0661 -3.2654
C -0.3844 0.5535 -2.9085
C -0.2144 1.9009 -3.5904
C 0.7508 -0.4162 -3.2180
C 1.3872 -0.3592 -4.4646
C 2.2380 -1.3918 -4.8610
C 2.3914 -2.5071 -4.0345
C 1.7576 -2.5643 -2.7819
C 1.9561 -3.8556 -1.9833
C 3.3058 -3.8563 -1.2737
C 1.8112 -5.1416 -2.8110
C 1.0432 -1.4396 -2.2929
N 0.3087 -1.4950 -1.0456
N -0.6368 -2.4647 -1.0116
N -1.1792 -2.3898 0.2227
C -2.3448 -3.1580 0.6005
C -2.2137 -4.4794 1.0840
C -0.8935 -5.2055 0.9098
C -0.7553 -5.6607 -0.5368
C -0.7028 -6.3819 1.8641
C -3.3043 -5.1398 1.6563
C -4.5733 -4.5593 1.6496
C -4.7425 -3.3090 1.0534
C -3.6499 -2.6032 0.5352
C -3.9304 -1.2547 -0.1158
C -4.8220 -0.3426 0.7265
C -4.5309 -1.4463 -1.5111
C -0.4888 -1.4691 1.0126
C -0.5543 -1.5241 2.4803
C 0.6369 -1.5721 3.2482
C 0.5659 -1.5388 4.6237
C -0.6706 -1.6386 5.2691
C -1.8519 -1.6695 4.5146
C -1.8058 -1.5628 3.1416
C 0.3048 -0.7328 0.2019
C 1.3298 0.2822 0.7399
H -1.8365 -1.0743 -2.8479
H -2.5770 0.5398 -2.9049
H -1.8313 -0.1539 -4.3560
H -0.3535 0.7252 -1.8251
H 0.7782 2.3096 -3.3866
H -0.3457 1.8290 -4.6757
H -0.9394 2.6251 -3.2066
H 1.2322 0.5107 -5.1193
H 2.7638 -1.3238 -5.8110
H 3.0568 -3.3214 -4.3686
H 1.1670 -3.8686 -1.2276
H 3.4228 -2.9525 -0.6681
H 3.4067 -4.7259 -0.6137
H 4.1276 -3.8821 -2.0004
H 0.8391 -5.1766 -3.3142
H 2.5926 -5.2159 -3.5762
H 1.8881 -6.0344 -2.1735
H -0.0970 -4.4782 1.1150
H -0.8169 -4.8000 -1.2123
H 0.1960 -6.1770 -0.7074
H -1.5639 -6.3583 -0.7948
H -0.8941 -6.0865 2.8994
H -1.3714 -7.2107 1.6070
H 0.3263 -6.7536 1.8104
H -3.1810 -6.1334 2.1077
H -5.4195 -5.0845 2.0935
H -5.7529 -2.8803 1.0104
H -2.9610 -0.7624 -0.2317
H -4.4436 -0.2520 1.7487
H -4.8532 0.6656 0.2965
H -5.8509 -0.7159 0.7760
H -3.9132 -2.1262 -2.1102
H -5.5382 -1.8801 -1.4496
H -4.6045 -0.4927 -2.0509
H 1.5972 -1.6751 2.7185
H 1.4936 -1.4408 5.1853
H -0.7159 -1.6796 6.3413
H -2.8234 -1.7504 5.0069
H -2.7185 -1.5005 2.5175
H 1.8977 -0.2327 1.5377
H 1.8944 0.6910 -0.1432
O -0.2792 9.2467 -0.0343
C -0.1355 8.2354 -0.5882
Cr 0.4211 6.6403 -1.4767
C 1.5396 6.4101 0.0569
O 2.2749 6.4306 0.9426
C 1.8613 7.7342 -2.0793
O 2.7127 8.4837 -2.2898
C -0.9868 6.5063 -3.1198
C -1.6346 6.1350 -1.9325
C -1.0404 5.1982 -1.0770
C 0.0859 4.4663 -1.5037
C 0.5686 3.3883 -0.7298
C 0.9960 2.5789 0.1305
C 1.6978 1.8687 1.2032
C 3.2266 2.3044 1.2445
C 3.8045 3.1673 0.2990
C 5.0656 3.7465 0.5431
C 5.7449 3.5100 1.7376
C 5.2101 2.5946 2.6438
C 3.9814 1.9701 2.3783
C 1.0072 2.0359 2.5520
C -0.3566 1.7843 2.4933
C -1.1415 1.7448 3.6346
C -0.5584 1.9335 4.8906
C 0.7856 2.2997 4.9436
C 1.5400 2.4443 3.7825
C 0.8014 4.9407 -2.6258
C 0.1985 5.8649 -3.4945
H -1.4006 7.3059 -3.7480
H -2.5793 6.5918 -1.6474
H -1.4370 4.9901 -0.0796
H 3.2597 3.4448 -0.6171
H 5.5244 4.3535 -0.2370
H 6.7098 3.9816 1.9233
H 5.7507 2.3287 3.5501
H 3.5870 1.2761 3.1372
H -0.8153 1.6192 1.5004
H -2.2005 1.4846 3.5341
H -1.1302 1.7676 5.7924
H 1.2528 2.4381 5.9098
H 2.5302 2.8840 3.9031
H 1.7985 4.5337 -2.8288
H 0.6800 6.0996 -4.4418

Forces on the atoms, in the same order (eV/Å):
-0.09 -0.28 -0.18
0.33 0.18 0.37
0.06 0.25 -0.04
-0.38 0.57 0.15
0.19 -0.15 0.27
-0.07 0.04 0.42
0.00 0.60 -0.15
0.68 -0.58 0.47
-0.18 0.02 0.30
0.25 0.19 0.17
-0.20 0.12 -0.22
0.13 -0.34 -2.04
-1.76 -0.35 1.55
0.08 2.35 1.82
1.66 0.16 -1.37
-1.74 -1.25 0.34
0.62 0.03 0.02
0.24 0.09 0.45
-0.16 -0.09 -0.41
0.06 0.00 0.13
-0.33 0.06 -0.09
0.38 0.27 -0.13
0.08 -0.36 0.14
0.13 0.46 -0.18
0.25 0.02 -0.01
0.01 0.11 0.16
0.01 -0.19 -0.26
-1.59 -0.97 0.12
-0.56 0.12 1.12
-0.57 0.01 -1.38
-0.02 -0.15 0.45
-0.11 0.19 -0.84
0.02 -0.01 0.65
0.44 0.19 -1.23
1.19 -0.17 -0.62
3.52 0.29 -1.82
-0.04 0.17 -0.07
0.24 -0.03 -0.03
0.02 -0.01 0.20
-0.15 0.16 -0.12
0.02 -0.05 -0.10
-0.03 0.04 0.18
-0.08 -0.17 -0.10
-0.03 -0.63 0.34
-0.12 -0.10 0.17
-0.62 0.44 0.33
0.19 -0.18 0.05
0.09 -0.06 0.00
-0.05 0.13 -0.16
-0.14 0.01 0.13
0.13 -0.03 0.01
-0.14 -0.03 0.17
0.05 0.37 -0.12
0.07 -0.03 0.02
-0.02 -0.37 -0.02
-0.17 0.11 0.11
0.15 0.15 0.05
0.01 -0.07 -0.06
0.14 0.09 0.05
-0.19 0.05 -0.07
0.04 0.55 -0.36
0.22 0.16 -0.15
0.60 -0.11 -0.06
0.04 0.19 -0.09
-0.09 0.01 -0.03
-0.03 -0.20 0.01
0.19 0.09 -0.01
-0.14 0.11 0.06
0.22 0.09 0.03
-0.02 -0.19 0.20
-0.46 0.20 0.53
-0.27 -0.27 0.03
-0.02 0.02 0.27
0.35 0.05 -0.06
0.63 -0.09 0.78
0.20 0.00 -1.19
0.58 -2.78 -0.02
0.27 -3.65 -1.92
-1.04 5.13 2.51
-1.58 3.71 -0.40
3.94 -1.29 4.75
-1.76 0.19 -2.16
4.03 2.83 -1.12
-2.30 -2.05 0.43
-0.55 -0.03 -1.40
-0.47 0.42 0.52
-0.63 -1.61 0.35
-0.62 -2.20 0.11
1.60 -2.71 3.29
-1.16 4.31 -2.52
-1.58 0.25 0.35
-0.67 -0.62 0.02
0.04 0.21 0.12
-0.45 -0.35 -0.17
-0.13 -0.35 -0.24
-0.31 -0.32 -0.33
0.29 -0.06 0.31
-0.49 1.15 0.26
-0.72 -0.14 0.04
-0.27 -0.22 0.03
0.36 -0.13 -0.57
-0.67 -0.15 0.09
0.15 -0.04 -0.11
1.01 -0.93 -0.70
-0.20 -0.52 -1.05
0.13 -0.49 0.26
0.31 0.14 0.00
-0.16 -0.03 -0.49
0.32 -0.28 0.52
-0.18 0.02 0.28
-0.29 -0.11 -0.01
-0.11 0.12 -0.18
0.30 0.28 -0.66
0.17 -0.10 0.70
0.37 0.20 0.15
-0.02 0.14 0.04
0.03 0.27 -0.05
-0.31 -0.38 -0.24
-0.65 -0.02 -0.20
0.04 0.23 0.34

Total charge = +2
HOMO energy (alpha / beta) = -0.433 / -0.476 Ha
2S+1 = 4
Relative energy (zero: lowest compared OMol25 entry of this formula, charge and spin) = 263.37 kJ/mol
E_LUMO (alpha / beta) = -5.18 / -7.49 eV
Largest force on an atom = 0.1226 hartree/bohr

Results of the Mulliken charge analysis, in e, for atoms 1 through 4: C -1.54; C 3.42; C -2.77; C 0.15

=====

No. 7
Formula: C4H6N2OS2
Source: the Open Molecules 2025 dataset
Level of theory: ωB97M-V/def2-TZVPD

Atoms and positions in Å:
O -1.4705 -1.3909 0.2251
C -0.4109 -0.8384 0.3097
C 0.2581 -0.3301 1.4293
C 1.5618 0.0563 1.3046
N 2.2593 0.3001 0.1178
S 3.8307 0.8696 -0.0424
C 1.4999 -0.1021 -0.9989
N 0.3497 -0.7911 -0.8266
H -0.1345 -0.5219 2.4148
H 2.2021 0.5345 2.1459
H 1.9324 0.1110 -1.9915
H -0.1453 -0.9826 -1.7055
S -3.5759 1.3995 -0.4194
H -4.8121 1.3840 -1.0242
H -3.3448 0.3020 -0.9389

Forces on the atoms, in the same order (eV/Å):
-1.92 -0.44 0.36
-0.23 -0.95 -0.23
2.27 -0.09 1.18
1.44 2.66 1.78
-4.29 -2.39 -3.20
0.84 0.49 0.20
2.29 0.71 2.52
1.47 1.69 -2.96
-0.23 0.37 0.02
-1.37 -1.43 -1.09
-0.38 -0.35 0.69
0.10 -0.23 0.69
-1.67 2.98 0.88
0.75 0.28 0.47
0.93 -3.30 -1.32

SMILES = O=c1cc[n+]([S-])c[nH]1.S
HOMO energy = -0.284 Ha
2S+1 = 1
Relative energy (zero: lowest compared OMol25 entry of this formula, charge and spin) = 140.09 kJ/mol
E_LUMO = -0.80 eV
Largest force on an atom = 0.1140 hartree/bohr

Results of the natural (NBO) charge analysis, in e, for atoms 1 through 4: O -0.59; C 0.59; C -0.34; C 0.08

=====

No. 8
Formula: C2H2FI3O
Source: the Open Molecules 2025 dataset
Level of theory: ωB97M-V/def2-TZVPD

Atoms and positions in Å:
C -0.4670 0.2015 0.8771
C 0.7270 -0.4029 0.2493
O 0.8542 -1.3169 -0.4285
F -0.4027 0.0273 -2.1498
I -0.9106 2.1276 -0.0595
I -2.3127 -1.0513 0.5967
I 2.4348 0.6455 1.0262
H -0.3056 0.2877 2.0027
H 0.3825 -0.5183 -2.1143

Forces on the atoms, in the same order (eV/Å):
-2.10 0.11 0.87
0.09 2.41 2.61
0.42 -2.96 -2.11
1.18 -0.79 -0.61
0.28 -0.37 0.83
1.15 0.49 0.28
0.68 0.23 0.06
-0.32 0.16 -1.71
-1.39 0.72 -0.21

HOMO energy = -0.345 Ha
2S+1 = 1
Relative energy (zero: lowest compared OMol25 entry of this formula, charge and spin) = 55.99 kJ/mol
E_LUMO = -0.86 eV
Largest force on an atom = 0.0713 hartree/bohr

Results of the natural (NBO) charge analysis, in e, for atoms 1 through 4: C -0.63; C 0.45; O -0.52; F -0.57